Entry 1:
The molecule C22H46O, computed with wB97M-V/def2-TZVPD.

Each line ends with the natural charge from an NBO analysis.
Atoms and positions in Å:
C  -5.09310  -4.41249  0.19925  -0.60
C  -3.87306  -3.95725  -0.59182  -0.39
C  -2.65087  -3.77169  0.30398  -0.39
C  -1.42653  -3.31106  -0.48241  -0.39
C  -0.21199  -3.09793  0.41734  -0.39
C  0.99274  -2.57369  -0.35975  -0.39
C  2.20156  -2.33385  0.54189  -0.39
C  3.35917  -1.68850  -0.21644  -0.40
C  4.53314  -1.36074  0.70411  -0.39
C  5.66810  -0.60125  0.01097  -0.39
C  5.27723  0.77698  -0.52841  -0.40
C  4.92460  1.77972  0.56966  -0.40
C  4.23956  3.04342  0.04409  -0.39
C  2.87576  2.81077  -0.61333  -0.39
C  1.85992  2.12605  0.29863  -0.39
C  0.51374  1.92601  -0.39432  -0.40
C  -0.46879  1.16477  0.49343  -0.39
C  -1.75858  0.76721  -0.22541  -0.39
C  -2.61290  1.93483  -0.72070  -0.40
C  -3.12098  2.82920  0.40770  -0.41
C  -4.11020  3.88903  -0.08242  -0.42
H  -4.18620  4.68544  0.66473  0.19
C  -5.51085  3.32066  -0.32108  -0.06
O  -6.09103  2.78786  0.84599  -0.72
H  -6.09115  3.46996  1.52712  0.46
H  -5.47616  2.49127  -1.02972  0.17
H  -6.15626  4.10619  -0.74334  0.16
H  -3.74958  4.33704  -1.01017  0.21
H  -2.27508  3.33143  0.87978  0.20
H  -3.61471  2.21362  1.16295  0.21
H  -3.46743  1.51863  -1.25817  0.20
H  -2.04216  2.53595  -1.43139  0.19
H  -1.49841  0.14330  -1.08477  0.20
H  -2.36102  0.15769  0.45266  0.20
H  -0.70311  1.76349  1.37518  0.20
H  0.01640  0.25019  0.84345  0.20
H  0.09934  2.89933  -0.66296  0.19
H  0.66786  1.36469  -1.32002  0.19
H  1.72047  2.72469  1.20221  0.19
H  2.23819  1.14934  0.60170  0.19
H  2.47705  3.78095  -0.92184  0.20
H  2.99944  2.21551  -1.52033  0.19
H  4.89558  3.52844  -0.68337  0.20
H  4.10870  3.73439  0.88099  0.20
H  4.27496  1.31090  1.30728  0.19
H  5.84083  2.07142  1.08953  0.20
H  6.11140  1.17277  -1.11325  0.20
H  4.43563  0.66242  -1.20954  0.19
H  6.03472  -1.20756  -0.82125  0.20
H  6.49111  -0.48332  0.72049  0.20
H  4.16858  -0.78116  1.55450  0.19
H  4.93773  -2.29359  1.10506  0.20
H  2.99117  -0.77513  -0.68542  0.19
H  3.69515  -2.35675  -1.01270  0.20
H  2.52735  -3.28088  0.97823  0.20
H  1.90653  -1.67861  1.36627  0.19
H  1.25954  -3.28675  -1.14325  0.19
H  0.71913  -1.63526  -0.84827  0.19
H  -0.47080  -2.38343  1.20284  0.19
H  0.05061  -4.04050  0.90348  0.19
H  -1.66234  -2.37530  -0.99437  0.19
H  -1.18560  -4.05370  -1.24689  0.19
H  -2.88095  -3.03334  1.07594  0.19
H  -2.42480  -4.71500  0.80707  0.19
H  -3.64505  -4.69504  -1.36475  0.19
H  -4.09790  -3.01268  -1.09255  0.19
H  -5.34857  -3.67872  0.96066  0.20
H  -5.95111  -4.53831  -0.45710  0.21
H  -4.89574  -5.36207  0.69234  0.20

**Strongest force on any atom**: 0.6 eV Å⁻¹
**Charge**: 0
**Frontier orbital gap**: 11.172 eV
**Energy above the lowest of the compared OMol25 structures with the same formula, charge and spin**: 0.190 eV
**LUMO**: 0.9 eV
**SMILES string**: CCCCCCCCCCCCCCCCCCCCCCO

Entry 2:
A structure of composition C22H47AlBr4Cl4FGaKNO11P at a distorted geometry, computed with wB97M-V/def2-TZVPD.

Each line ends with the Löwdin charge.
Atoms and positions in Å:
C  5.35928  -3.72235  5.17084  -0.09
C  4.80581  -3.16603  3.77930  -0.27
O  4.50332  -1.73053  3.87100  -0.23
C  3.60710  -1.48059  2.76089  -0.32
C  3.60425  0.02955  2.23805  -0.26
Ga  3.85624  1.45963  3.69125  0.30
C  2.13886  2.65574  3.63663  -0.29
C  0.81513  1.73423  3.73721  -0.26
C  0.33398  1.52072  5.24806  -0.15
C  -1.14649  0.92615  5.38099  -0.28
O  -1.57735  0.16351  4.23215  -0.08
C  -2.85288  -0.43565  4.47500  -0.41
C  -3.56684  -1.43019  3.44146  -0.02
O  -3.47417  -0.21448  5.55115  0.03
P  5.70856  2.88613  3.29882  0.64
O  7.00852  2.48734  4.33023  -0.41
Br  5.23669  5.03392  3.82625  0.36
H  5.51611  -4.85980  5.09019  0.09
H  4.56691  -3.46462  5.96589  0.08
H  6.34896  -3.21240  5.41936  0.08
H  5.62333  -3.26716  2.98942  0.13
H  3.86125  -3.77332  3.51994  0.12
H  3.95973  -2.13929  1.88487  0.12
H  2.55876  -1.81176  3.06539  0.12
H  4.36661  0.16199  1.38448  0.06
H  2.57517  0.19514  1.73691  0.03
H  3.98653  0.90319  5.18021  -0.03
H  2.14305  3.11051  2.57766  -0.05
H  2.16426  3.49614  4.40277  0.06
H  1.05626  0.69782  3.29468  0.08
H  0.03346  2.23292  3.07021  0.07
H  0.46453  2.46620  5.89699  0.11
H  1.03699  0.70994  5.69453  0.09
H  -1.91625  1.75975  5.58145  0.19
H  -1.15162  0.28418  6.35654  -0.12
H  -4.21314  -2.15465  4.06497  0.03
H  -2.76668  -2.06136  2.91723  0.10
H  -4.23814  -0.88530  2.69044  0.12
H  6.56396  2.23990  5.18112  0.09
C  0.98855  2.05490  -0.83911  -1.61
Br  -0.28603  1.21307  0.34986  0.74
Br  2.25451  3.16836  0.13010  0.73
Br  1.88843  0.76018  -1.97277  0.71
H  0.42033  2.71495  -1.49850  -0.13
Al  -0.67942  -1.23649  6.51790  1.11
C  -6.53978  -4.67351  4.36681  -1.51
Cl  -6.24380  -6.35286  4.83289  0.54
Cl  -5.33395  -4.13367  3.18700  0.57
Cl  -8.17250  -4.48717  3.71299  0.60
H  -6.45302  -4.05115  5.25493  0.02
N  0.54837  1.92486  -5.14348  -0.01
C  -0.00183  3.17405  -5.00632  -0.18
C  -0.79253  3.41229  -6.10360  -0.08
C  -0.72281  2.26545  -6.93015  -0.07
C  0.10890  1.36361  -6.31160  -0.11
H  1.17568  1.48832  -4.48880  0.06
H  0.21693  3.78443  -4.14378  0.02
H  -1.35941  4.31224  -6.28981  0.11
H  -1.22651  2.11523  -7.87430  0.09
H  0.42579  0.37371  -6.60241  0.12
F  9.01734  2.43245  3.80350  -0.36
O  -11.27785  -3.72774  3.61977  -0.08
H  -11.48429  -2.93544  4.13004  0.04
H  -10.47816  -4.07246  4.03556  -0.06
C  -0.57468  -4.01150  -1.66990  -0.06
C  -1.63290  -3.04528  -2.17850  -0.49
C  -1.11787  -2.22665  -3.35147  -0.06
O  -2.02088  -2.16785  -1.12298  -0.07
H  0.31033  -3.47100  -1.31743  0.08
H  -0.95470  -4.58441  -0.82010  0.08
H  -0.26800  -4.70939  -2.45270  0.08
H  -2.52302  -3.60217  -2.48190  0.14
H  -0.25184  -1.62415  -3.05616  0.05
H  -1.88448  -1.52909  -3.69918  0.08
H  -0.82730  -2.87053  -4.18518  0.08
H  -1.23864  -1.67067  -0.84773  0.05
O  -1.83046  5.52227  4.88897  -0.35
Cl  -0.43888  5.20958  4.66628  0.66
O  -0.26562  4.69089  3.32140  -0.39
O  -0.01227  4.20258  5.62413  -0.41
O  0.36156  6.39916  4.83290  -0.35
K  1.32931  4.08868  -2.15350  0.77
C  -0.30090  1.50066  -11.78218  -0.06
C  -0.69712  0.86969  -10.45674  -0.51
C  -0.69492  -0.64859  -10.54335  -0.06
O  -1.99918  1.32167  -10.08669  -0.07
H  -1.00717  1.22551  -12.57179  0.08
H  -0.31808  2.59113  -11.70846  0.08
H  0.70085  1.18652  -12.08547  0.08
H  -0.00556  1.19423  -9.67402  0.12
H  -1.41470  -0.99793  -11.29023  0.08
H  -0.99274  -1.08815  -9.58743  0.08
H  0.29502  -1.02763  -10.80918  0.08
H  -2.61813  1.03964  -10.77267  0.09

**Strongest force on any atom**: 5.8 eV Å⁻¹
**Charge**: +1
**Frontier orbital gap**: 4.218 eV
**Energy above the lowest of the compared OMol25 structures with the same formula, charge and spin**: 0.000 eV
**LUMO**: -6.5 eV

- Among the records above, which one has the highest frontier orbital gap?
  C22H46O

- Which of these has the lowest strongest force on any atom?
  C22H46O

- Among the records above, which one has the highest LUMO?
  C22H46O

- Among the records above, which one has the highest energy above the lowest of the compared OMol25 structures with the same formula, charge and spin?
  C22H46O